(1)
# C5H5N

A molecular structure, C5H5N (ωB97M-V/def2-TZVPD, the Open Molecules 2025 dataset).

Last column: Mulliken charge in e.
Element x y z (Å)
C  -0.153  1.243  0.062  0.11
C  0.915  1.977  0.409  -0.55
H  2.116  -2.320  -0.399  0.20
H  -1.655  -1.808  -0.129  0.36
N  0.343  -1.622  0.113  -0.04
H  -0.428  2.409  0.121  0.21
H  1.483  2.412  -0.426  0.22
C  1.438  -2.085  0.435  -0.31
H  -2.137  0.604  -0.137  0.34
C  -0.823  -1.120  -0.014  -0.19
C  -1.100  0.309  -0.035  -0.34

Calculated values
gap between HOMO and LUMO (alpha / beta) = 7.654 / 7.655 eV
lowest unoccupied orbital energy (alpha / beta) = 0.016 / 0.016 hartree

(2)
# C5H5N

A single C5H5N molecule (ωB97M-V/def2-TZVPD, the Open Molecules 2025 dataset).

Last column: Mulliken spin population.
Element x y z (Å)
H  0.127  1.503  0.845  -0.15
N  1.277  -0.502  0.368  0.43
C  -0.870  -0.770  -0.140  0.33
C  0.287  -1.341  -0.096  0.18
C  0.751  0.939  0.383  0.47
H  -2.275  0.114  1.059  0.04
C  1.670  0.634  -0.454  0.21
H  2.364  0.695  -1.292  0.00
H  0.348  -2.342  -0.457  0.02
H  -1.921  0.943  -0.414  0.06
C  -1.759  0.128  0.197  0.40

Calculated values
multiplicity = 3
gap between HOMO and LUMO (alpha / beta) = 5.222 / 6.626 eV
lowest unoccupied orbital energy (alpha / beta) = 0.040 / -0.082 hartree

(3)
# C5H5N2O2S

A molecular structure, C5H5N2O2S (ωB97M-V/def2-TZVPD, the Open Molecules 2025 dataset).

Last column: Mulliken charge in e.
Element x y z (Å)
C  -2.194  -0.565  0.911  -0.85
H  -2.457  -1.240  0.126  0.24
C  2.300  0.268  -1.829  0.41
H  -2.812  0.303  0.752  0.33
O  2.581  -0.837  -2.210  -0.64
C  1.196  0.935  0.597  -0.34
C  -0.387  -0.562  -0.677  0.13
S  -1.125  -1.326  -1.908  -0.47
C  1.346  0.364  -0.578  0.19
H  -2.131  -0.920  1.933  0.29
H  0.049  0.563  2.209  0.28
N  -0.112  0.719  1.224  -0.48
H  1.985  1.116  1.230  0.29
N  -0.868  -0.206  0.473  0.33
O  2.630  1.388  -2.251  -0.71

Calculated values
gap between HOMO and LUMO = 7.426 eV
lowest unoccupied orbital energy = 0.118 hartree
charge = -1

(4)
# C5H5N3

A single C5H5N3 molecule (ωB97M-V/def2-TZVPD, the Open Molecules 2025 dataset).

Last column: Mulliken charge in e.
Element x y z (Å)
H  1.724  2.471  -0.449  0.29
C  -0.074  -1.412  -0.531  -0.35
C  -0.808  -0.851  0.616  0.51
C  0.953  1.632  -0.565  -0.06
C  -0.007  1.485  0.734  0.00
H  -0.145  2.470  1.097  0.36
H  -0.127  -2.539  -0.494  0.30
C  0.695  -0.641  -1.271  -0.01
N  -1.800  -1.475  1.119  -0.67
N  1.227  0.610  -1.272  -0.45
N  -0.679  0.518  1.197  -0.49
H  1.226  -1.249  -2.061  0.28
H  -2.184  -1.021  1.881  0.29

Calculated values
gap between HOMO and LUMO = 8.586 eV
lowest unoccupied orbital energy = -0.033 hartree
SMILES string = [H]/N=c1/ccnccn1

Per-record max |F|, hartree/bohr: 0.0088, 0.1113, 0.0971, 0.0867
Per-record ΔE to the lowest compared entry with this formula, charge and spin, kJ/mol: 666.7, 542.4, 353.7, 257.5